## one
The molecule C2H3FS2, computed with the ωB97M-V functional and the def2-TZVPD basis.

Cartesian coordinates (Å):
1 C 0.32 0.07 1.55
2 C 0.17 -0.47 0.38
3 F -0.18 -0.51 2.64
4 S -0.58 -0.03 -2.72
5 S 0.87 0.54 -1.31
6 H 0.88 1.00 1.75
7 H -0.17 -1.53 0.03
8 H -1.30 0.92 -2.31

Calculated values
* SMILES: F/C=C/SS
* highest occupied orbital energy: -9.31 eV
* LUMO energy: 0.21 eV

=====

## two
A cluster of 2 separate species, C2H3FS2 in total, computed with the ωB97M-V functional and the def2-TZVPD basis.

Cartesian coordinates (Å):
1 C -2.37 0.67 -0.27
2 C 2.37 -0.59 0.44
3 F 2.82 0.44 -0.33
4 S 0.88 -0.65 0.93
5 S -1.60 -0.38 -1.17
6 H -3.45 0.45 -0.15
7 H -1.83 1.37 0.21
8 H 3.18 -1.31 0.33

Calculated values
* SMILES: FC=S.C=S
* highest occupied orbital energy: -8.70 eV
* LUMO energy: -0.58 eV

=====

## three
A cluster of 2 separate species, C2H3FS2 in total, computed with the ωB97M-V functional and the def2-TZVPD basis.

Cartesian coordinates (Å):
1 C -0.41 0.87 -0.44
2 C -0.12 0.83 0.95
3 F 2.79 -3.29 2.02
4 S 1.23 1.47 1.66
5 S 3.12 -1.73 2.39
6 H -1.25 0.28 -0.92
7 H 0.34 1.47 -0.95
8 H -0.74 0.31 1.67

Calculated values
* highest occupied orbital energy (spin up / spin down): -7.99 / -7.84 eV
* LUMO energy (spin up / spin down): -3.95 / -3.99 eV

=====

Of them, one has the highest stability.